A:
Here is a gas-phase ion, C3H7N2S2 (charge +1) from the OMol25 dataset. Energies are from ωB97M-V with the def2-TZVPD basis set.

Positions of all 14 atoms, in Å:
C: -0.160 0.453 -0.994
C: 0.563 -0.443 1.081
C: 1.930 0.207 0.960
N: -0.421 0.166 0.237
N: -1.151 1.038 -1.707
S: 2.027 1.767 0.975
S: 0.848 -0.668 -1.801
H: 0.559 -1.555 0.949
H: 0.340 -0.135 2.060
H: 2.747 -0.486 0.858
H: -1.105 0.609 0.739
H: -1.905 1.263 -1.126
H: -0.983 1.547 -2.539
H: 1.691 -0.915 -0.840

Results
Net charge   +1

B:
Here is 2 unconnected molecules or ions with the total composition C3H7N2S2 from the OMol25 dataset. Energies are from ωB97M-V with the def2-TZVPD basis set.

Positions of all 14 atoms, in Å:
C: 1.321 0.306 -1.274
C: -0.282 -0.209 0.268
C: -1.112 -1.190 1.001
N: 1.908 0.720 -0.185
N: 0.184 -0.279 -1.096
S: 1.062 0.538 1.196
S: -1.828 1.788 -0.030
H: 1.724 0.261 -2.365
H: -0.677 -2.112 1.099
H: -2.047 -1.382 0.472
H: -1.352 -0.652 1.917
H: 2.952 0.783 -0.218
H: -0.274 -0.675 -1.916
H: -1.579 2.103 1.132

Results
Net charge   +1

A is favored, and the nearest alternative lies 120.5 kJ/mol above it.

A:
Here is a gas-phase ion, C4H11NO (charge +1) from the OMol25 dataset. Energies are from ωB97M-V with the def2-TZVPD basis set.

Positions of all 17 atoms, in Å:
C: 2.198 0.293 -0.423
N: 0.895 0.438 0.151
C: 0.992 0.485 1.646
C: -0.130 -0.378 -0.491
C: -1.602 0.214 -0.215
O: -2.420 -0.933 -0.695
H: 2.748 1.231 -0.169
H: 2.723 -0.619 -0.155
H: 2.009 0.160 -1.548
H: 1.538 -0.391 2.075
H: -0.036 0.649 2.107
H: 1.641 1.355 1.876
H: -0.172 -1.389 0.058
H: 0.009 -0.548 -1.608
H: -2.133 1.124 -0.594
H: -1.724 0.267 0.935
H: -2.262 -1.125 -1.579

Results
Net charge   +1
Multiplicity   2

B:
Here is 2 unconnected molecules or ions with the total composition C4H11NO from the OMol25 dataset. Energies are from ωB97M-V with the def2-TZVPD basis set.

Positions of all 17 atoms, in Å:
C: -0.466 2.405 -1.595
C: -1.633 1.922 -0.742
H: -0.487 2.034 -2.620
H: -0.434 3.489 -1.670
H: 0.500 2.152 -1.164
H: -2.020 2.676 -0.067
H: -1.384 1.008 -0.208
H: -2.490 1.637 -1.362
C: 0.104 -1.474 -0.641
C: 0.547 -1.163 0.759
O: -0.311 -0.681 1.554
N: 1.759 -1.468 1.144
H: 0.270 -2.524 -0.856
H: 0.749 -0.879 -1.295
H: 2.060 -1.225 2.086
H: 2.453 -1.774 0.464
H: -0.927 -1.230 -0.882

Results
Net charge   +1
Multiplicity   2

C:
Here is 2 unconnected molecules or ions with the total composition C4H11NO from the OMol25 dataset. Energies are from ωB97M-V with the def2-TZVPD basis set.

Positions of all 17 atoms, in Å:
C: 1.154 0.824 -2.840
C: 1.324 -0.316 -1.765
H: 0.508 0.599 -3.610
H: 0.532 1.508 -2.367
H: 2.184 1.034 -2.818
H: 2.191 -0.924 -1.919
H: 0.473 -1.074 -1.475
H: 1.484 0.155 -0.847
C: -0.549 0.602 2.547
C: -1.173 -0.149 1.347
O: -1.059 0.177 0.211
N: -1.772 -1.367 1.626
H: -1.081 1.313 3.225
H: 0.068 1.260 1.961
H: -2.304 -1.908 0.867
H: -1.963 -1.655 2.601
H: -0.017 -0.080 3.255

Results
Net charge   +1
Multiplicity   2

B is favored, and the nearest alternative lies 95.5 kJ/mol above it.

A:
Here is a gas-phase ion, C2H4NO2 (charge -1) from the OMol25 dataset. Energies are from ωB97M-V with the def2-TZVPD basis set.

Positions of all 9 atoms, in Å:
C: -0.428 -0.622 0.419
C: 0.684 -0.429 -0.600
N: -0.715 0.737 0.796
O: -0.120 1.073 1.844
O: 0.214 0.127 -1.817
H: -1.281 -1.073 -0.173
H: -0.068 -1.079 1.297
H: 1.455 0.184 -0.098
H: 0.259 1.081 -1.667

Results
Net charge   -1

B:
Here is a gas-phase ion, C2H4NO2 (charge -1) from the OMol25 dataset. Energies are from ωB97M-V with the def2-TZVPD basis set.

Positions of all 9 atoms, in Å:
O: 1.317 0.532 -1.656
C: 0.671 -0.005 -0.754
N: 0.220 0.619 0.353
C: -0.887 -0.117 1.200
O: -1.274 -1.232 0.654
H: 0.502 -1.081 -0.849
H: 0.323 1.620 0.457
H: -1.711 0.680 1.327
H: -0.527 -0.217 2.236

Results
Net charge   -1
SMILES   O=CNC[O-]

C:
Here is a molecular structure, C2H4NO2 from the OMol25 dataset. Energies are from ωB97M-V with the def2-TZVPD basis set.

Positions of all 9 atoms, in Å:
C: -0.154 0.928 1.627
C: 0.252 -0.798 -1.502
N: -0.932 0.488 0.735
O: -0.515 -0.670 0.182
O: 1.464 -0.643 -1.496
H: 0.902 0.424 1.705
H: -0.364 1.970 2.057
H: -0.237 -1.755 -1.600
H: -0.415 0.057 -1.707

Results
Net charge   -1

B is favored, and the nearest alternative lies 267.9 kJ/mol above it.

A:
Here is a single C3H5O2P molecule from the OMol25 dataset. Energies are from ωB97M-V with the def2-TZVPD basis set.

Positions of all 11 atoms, in Å:
C: -0.202 0.087 0.600
C: 0.687 -1.149 0.270
C: -1.497 0.363 -0.215
O: 2.810 -0.220 -1.010
O: 0.924 1.045 0.275
P: 2.268 -0.030 0.392
H: -0.415 0.064 1.650
H: 0.805 -1.536 -0.746
H: -1.655 1.532 -0.054
H: -2.343 -0.262 0.126
H: -1.381 0.106 -1.287

Results
Net charge   0

B:
Here is a single C3H5O2P molecule from the OMol25 dataset. Energies are from ωB97M-V with the def2-TZVPD basis set.

Positions of all 11 atoms, in Å:
C: 1.633 -0.280 -0.410
C: 0.387 0.585 -0.002
C: -0.470 0.138 0.855
O: -1.715 0.773 0.929
P: -2.880 0.261 -0.125
O: -2.355 -0.997 -0.600
H: 2.453 0.116 0.146
H: 1.586 -0.115 -1.540
H: 1.441 -1.318 -0.169
H: 0.269 1.549 -0.629
H: -0.349 -0.712 1.546

Results
Net charge   0
SMILES   C/C=C/OP=O

B is favored, and the nearest alternative lies 303.8 kJ/mol above it.

A:
Here is 4 unconnected molecules or ions with the total composition C2H5OP from the OMol25 dataset. Energies are from ωB97M-V with the def2-TZVPD basis set.

Positions of all 9 atoms, in Å:
C: 1.964 2.005 -0.766
C: 0.417 -0.792 1.331
O: 1.193 1.797 -1.579
P: -0.895 -0.552 0.353
H: 0.298 -0.817 2.410
H: -1.465 -0.341 -1.739
H: 1.378 -1.115 0.947
H: -0.898 0.118 -2.241
H: -1.994 -0.303 1.284

Results
Net charge   0

B:
Here is a single C2H5OP molecule from the OMol25 dataset. Energies are from ωB97M-V with the def2-TZVPD basis set.

Positions of all 9 atoms, in Å:
O: -1.139 1.170 0.221
C: -0.114 0.605 -0.495
C: 0.019 -0.897 -0.335
P: 1.463 -0.006 0.315
H: -0.849 0.940 1.127
H: 0.006 1.043 -1.448
H: -0.769 -1.431 0.221
H: 0.277 -1.514 -1.188
H: 1.105 0.091 1.583

Results
Net charge   0
SMILES   O[C@@H]1CP1

B is favored, and the nearest alternative lies 175.1 kJ/mol above it.

A:
Here is a molecular structure, H3NO2S from the OMol25 dataset. Energies are from ωB97M-V with the def2-TZVPD basis set.

Positions of all 7 atoms, in Å:
N: 1.591 -0.474 0.062
O: -2.296 0.485 -0.513
O: 0.451 -0.851 -0.417
S: -1.441 -0.149 0.704
H: 1.871 -0.900 0.943
H: 1.820 0.511 -0.038
H: -1.997 1.377 -0.741

Results
Net charge   0

B:
Here is 2 unconnected molecules or ions with the total composition H3NO2S from the OMol25 dataset. Energies are from ωB97M-V with the def2-TZVPD basis set.

Positions of all 7 atoms, in Å:
N: -1.738 -0.139 0.112
O: 2.179 -0.465 0.237
O: 0.183 1.023 -0.140
S: 1.222 0.320 -0.856
H: -2.261 0.530 -0.451
H: -1.885 0.123 1.086
H: 2.299 -1.393 0.013

Results
Net charge   0

B is favored, and the nearest alternative lies 87.8 kJ/mol above it.

A:
Here is a gas-phase ion, C6H6N (charge +1) from the OMol25 dataset. Energies are from ωB97M-V with the def2-TZVPD basis set.

Positions of all 13 atoms, in Å:
C: -0.516 3.285 -0.720
C: -0.485 2.135 -0.397
C: -0.704 0.866 0.247
C: 0.059 -0.284 0.191
N: -0.547 -1.530 0.977
C: 1.233 -0.686 -0.471
C: 2.049 -1.298 -1.147
H: -0.494 4.102 -1.337
H: -1.581 0.687 0.858
H: 0.082 -2.321 0.591
H: -1.571 -1.637 0.655
H: -0.443 -1.454 1.913
H: 2.918 -1.864 -1.361

Results
Net charge   +1
SMILES   C#C/C=C(/[NH3+])C#C

B:
Here is a molecular structure, C6H6N from the OMol25 dataset. Energies are from ωB97M-V with the def2-TZVPD basis set.

Positions of all 13 atoms, in Å:
C: 1.225 0.083 0.042
C: 2.445 0.474 -0.023
C: -2.029 -0.227 -0.023
C: 0.631 -1.271 0.091
C: -1.360 1.125 0.087
C: -0.641 -0.793 0.019
N: -0.200 0.579 0.031
H: 2.793 1.497 -0.201
H: 3.264 -0.249 0.093
H: -2.686 -0.525 0.670
H: -2.636 -0.448 -0.916
H: 0.967 -2.317 0.075
H: -1.772 2.072 0.054

Results
Net charge   +1

C:
Here is a gas-phase ion, C6H6N (charge +1) from the OMol25 dataset. Energies are from ωB97M-V with the def2-TZVPD basis set.

Positions of all 13 atoms, in Å:
C: 1.346 0.056 0.055
C: -1.043 1.012 -0.444
C: 0.689 1.245 -0.283
C: 1.073 2.515 -0.574
C: -0.562 -1.378 0.249
C: 0.945 -1.126 0.407
N: -1.350 -0.169 -0.082
H: 0.529 3.417 -0.853
H: 2.104 2.756 -0.468
H: -0.705 -2.100 -0.661
H: -1.046 -1.975 1.084
H: 1.660 -1.839 0.723
H: -2.290 -0.448 0.222

Results
Net charge   +1

A is favored, and the nearest alternative lies 28.3 kJ/mol above it.

A:
Here is a molecular structure, C8H15N4 from the OMol25 dataset. Energies are from ωB97M-V with the def2-TZVPD basis set.

Positions of all 27 atoms, in Å:
C: 3.089 -0.149 -0.299
C: -2.894 1.286 0.193
C: 1.129 -2.286 -0.149
C: 1.313 1.339 -0.087
C: -1.691 -1.159 -0.857
C: 0.015 -0.167 1.749
C: -0.885 0.087 -0.663
C: 0.388 -0.057 0.159
N: 2.575 1.009 0.047
N: -1.698 1.231 -0.147
N: 1.356 -1.085 -0.139
N: 0.603 2.449 -0.199
H: 3.404 -0.302 -1.406
H: 3.825 -0.545 0.413
H: -3.243 2.242 0.509
H: -3.703 0.527 0.161
H: 2.003 -2.879 -0.518
H: 0.248 -2.892 0.307
H: -2.256 -1.537 0.059
H: -2.438 -1.087 -1.641
H: -1.063 -1.930 -1.283
H: -0.356 0.847 1.963
H: 0.917 -0.322 2.271
H: -0.708 -1.066 1.733
H: -0.626 0.403 -1.657
H: -0.407 2.689 -0.300
H: 1.103 3.356 -0.221

Results
Net charge   +1

B:
Here is a gas-phase ion, C8H15N4 (charge +1) from the OMol25 dataset. Energies are from ωB97M-V with the def2-TZVPD basis set.

Positions of all 27 atoms, in Å:
N: -1.054 -1.408 0.911
C: -0.960 -0.382 -0.132
C: -1.841 -0.769 -1.262
C: -3.353 -0.465 -1.373
C: -2.393 0.198 -2.274
N: -1.311 0.927 0.485
C: -0.478 1.616 1.013
C: 0.927 1.180 1.353
C: 1.368 0.135 0.335
C: 2.588 -0.422 0.250
N: 3.742 0.075 1.155
N: 0.420 -0.280 -0.523
H: -1.670 -1.096 1.674
H: -1.675 -2.127 0.521
H: -1.749 -1.799 -1.626
H: -3.729 0.100 -0.556
H: -4.025 -1.178 -1.631
H: -2.311 -0.127 -3.219
H: -2.200 1.379 -2.235
H: -0.829 2.494 1.514
H: 1.583 1.995 1.345
H: 0.847 0.723 2.288
H: 2.919 -1.224 -0.401
H: 3.739 1.153 0.945
H: 3.604 -0.054 2.103
H: 4.553 -0.254 0.701
H: 0.658 -1.140 -1.071

Results
Net charge   +1
SMILES   N[C@@]1(C2CC2)N=CC/C(=C\[NH3+])N1

B is favored, and the nearest alternative lies 50.5 kJ/mol above it.

A:
Here is a molecular structure, C29H20F6N4O4PRbS5Se from the OMol25 dataset. Energies are from ωB97M-V with the def2-TZVPD basis set.

Positions of all 71 atoms, in Å:
Rb: 1.500 0.933 0.150
S: 4.270 0.488 4.899
C: 2.599 0.453 5.286
C: 1.793 0.365 4.192
C: 2.480 0.325 2.954
C: 3.814 0.378 3.116
C: 4.874 0.395 2.155
C: 6.225 0.476 2.543
C: 7.207 0.538 1.583
C: 6.835 0.513 0.245
C: 5.484 0.406 -0.054
N: 4.533 0.344 0.857
H: 2.326 0.509 6.328
H: 0.718 0.328 4.273
H: 6.475 0.498 3.594
H: 8.250 0.608 1.872
H: 7.573 0.574 -0.540
H: 5.159 0.373 -1.089
F: 2.117 1.761 -5.473
C: 1.705 2.346 -4.330
F: 1.825 3.663 -4.532
F: 0.413 2.062 -4.219
S: 2.747 1.689 -2.873
O: 1.842 0.800 -2.218
O: 3.888 1.115 -3.512
N: 3.150 2.958 -2.042
S: 1.957 3.633 -1.261
O: 0.729 3.582 -1.983
O: 1.935 3.402 0.145
C: 2.560 5.424 -1.356
F: 3.743 5.527 -0.742
F: 2.729 5.876 -2.604
F: 1.728 6.282 -0.751
Se: 3.232 -3.244 -0.199
N: 1.868 -2.364 0.449
C: 0.895 -3.223 0.740
C: -0.356 -2.875 1.285
C: -1.271 -3.865 1.519
C: -0.982 -5.212 1.231
C: 0.228 -5.593 0.711
C: 1.198 -4.605 0.455
N: 2.415 -4.823 -0.051
H: -0.561 -1.834 1.494
H: -2.239 -3.611 1.926
H: -1.739 -5.959 1.426
H: 0.451 -6.626 0.484
S: -4.573 2.197 1.670
P: -3.697 0.906 0.470
S: -1.737 0.660 0.473
C: -4.337 1.204 -1.238
C: -3.496 1.394 -2.325
C: -4.039 1.642 -3.575
C: -5.413 1.710 -3.738
C: -6.251 1.538 -2.647
C: -5.715 1.287 -1.400
C: -4.396 -0.776 0.736
C: -5.075 -1.095 1.902
C: -5.504 -2.394 2.113
C: -5.253 -3.371 1.165
C: -4.563 -3.053 0.005
C: -4.129 -1.760 -0.208
H: -2.422 1.342 -2.187
H: -3.388 1.785 -4.426
H: -5.837 1.897 -4.717
H: -7.325 1.606 -2.774
H: -6.356 1.166 -0.535
H: -5.263 -0.313 2.628
H: -6.035 -2.649 3.022
H: -5.591 -4.386 1.331
H: -4.359 -3.821 -0.729
H: -3.569 -1.498 -1.096

Results
Net charge   -2

B:
Here is a molecular structure, C29H20F6N4O4PRbS5Se from the OMol25 dataset. Energies are from ωB97M-V with the def2-TZVPD basis set.

Positions of all 71 atoms, in Å:
Rb: 0.519 0.685 0.294
S: -4.755 -0.018 -0.256
C: -3.965 1.280 0.515
C: -2.744 0.902 0.984
C: -2.424 -0.473 0.703
C: -3.446 -1.099 0.057
C: -3.527 -2.522 -0.388
C: -4.746 -3.131 -0.689
C: -4.754 -4.463 -1.065
C: -3.557 -5.159 -1.117
C: -2.396 -4.472 -0.793
N: -2.376 -3.186 -0.453
H: -4.407 2.266 0.528
H: -2.089 1.599 1.504
H: -5.671 -2.574 -0.607
H: -5.690 -4.956 -1.299
H: -3.516 -6.207 -1.387
H: -1.432 -4.973 -0.794
F: 2.635 -1.452 3.290
C: 2.693 -0.249 2.759
F: 1.454 0.283 2.783
F: 3.463 0.528 3.526
S: 3.578 -0.375 1.067
O: 2.609 -0.439 -0.013
O: 4.453 -1.481 1.301
N: 4.418 0.984 0.961
S: 3.588 2.274 0.552
O: 4.398 3.443 0.691
O: 2.247 2.244 1.124
C: 3.295 2.180 -1.311
F: 4.141 1.331 -1.877
F: 2.040 1.807 -1.622
F: 3.486 3.392 -1.818
Se: -1.199 -1.553 2.214
N: 0.293 -1.939 1.351
C: 0.411 -3.306 1.408
C: 1.454 -4.055 0.841
C: 1.431 -5.445 0.920
C: 0.376 -6.110 1.555
C: -0.671 -5.382 2.115
C: -0.662 -3.985 2.071
N: -1.625 -3.195 2.680
H: 2.273 -3.541 0.351
H: 2.244 -6.018 0.485
H: 0.373 -7.193 1.614
H: -1.500 -5.880 2.606
S: -2.660 6.629 -1.275
P: -0.953 5.615 -1.448
S: -0.925 3.630 -1.485
C: 0.246 6.175 -0.169
C: 1.058 5.265 0.497
C: 2.004 5.694 1.426
C: 2.143 7.046 1.700
C: 1.331 7.968 1.040
C: 0.390 7.536 0.115
C: -0.073 6.181 -2.962
C: -0.749 6.801 -4.006
C: -0.076 7.155 -5.175
C: 1.284 6.900 -5.307
C: 1.969 6.288 -4.263
C: 1.292 5.928 -3.103
H: 0.952 4.214 0.259
H: 2.640 4.967 1.917
H: 2.881 7.384 2.418
H: 1.434 9.027 1.248
H: -0.254 8.247 -0.390
H: -1.805 7.011 -3.881
H: -0.617 7.635 -5.982
H: 1.808 7.178 -6.215
H: 3.031 6.082 -4.353
H: 1.829 5.433 -2.301

Results
Net charge   -2

B is favored, and the nearest alternative lies 17.9 kJ/mol above it.

A:
Here is a single C4H7NOS2 molecule from the OMol25 dataset. Energies are from ωB97M-V with the def2-TZVPD basis set.

Positions of all 15 atoms, in Å:
C: 0.444 0.570 1.450
C: 0.054 0.053 0.022
C: -1.300 -0.728 0.124
S: -2.550 0.510 0.639
O: 1.085 -0.882 -0.301
C: 1.578 -0.679 -1.533
N: 1.268 0.365 -2.192
S: 0.150 1.302 -1.339
H: -0.336 1.253 1.910
H: 1.420 1.085 1.322
H: 0.692 -0.283 2.100
H: -1.550 -1.155 -0.857
H: -1.124 -1.495 0.883
H: -2.149 1.453 -0.271
H: 2.319 -1.369 -1.956

Results
Net charge   0
SMILES   C[C@]1(CS)OC=NS1

B:
Here is a single C4H7NOS2 molecule from the OMol25 dataset. Energies are from ωB97M-V with the def2-TZVPD basis set.

Positions of all 15 atoms, in Å:
C: 2.050 1.569 0.046
C: 1.680 0.256 -0.275
S: 0.991 0.301 -2.063
C: -0.661 -0.384 -1.806
S: -2.223 0.442 -0.998
C: -1.854 -0.058 0.590
N: -0.984 -0.863 0.925
O: -0.913 -0.919 2.397
H: 2.643 1.527 1.000
H: 2.015 2.359 -0.676
H: 1.897 -0.863 0.415
H: -1.083 -0.810 -2.584
H: -0.586 -1.170 -1.025
H: -2.315 0.527 1.402
H: -0.657 -1.913 2.651

Results
Net charge   0
SMILES   C=CSCS/C=N/O

A is favored, and the nearest alternative lies 419.8 kJ/mol above it.